## 1
This record from the OMol25 dataset describes C3H8O3 in the gas phase. The level of theory is ωB97M-V/def2-TZVPD.

Calculated values
LUMO level	0.7	eV
SMILES	OCC(O)CO
HOMO	-0.3794	hartree

Each line ends with the Mulliken charge.
Geometry (Å):
O (1.54, 1.56, 0.06)  -0.5707
C (1.15, 0.22, -0.26)  -0.4989
C (-0.36, 0.20, -0.54)  0.2542
O (-1.02, 1.12, 0.31)  -0.5984
C (-0.96, -1.17, -0.21)  -0.6386
O (-0.84, -1.43, 1.17)  -0.5202
H (1.99, 1.55, 0.91)  0.3175
H (1.71, -0.12, -1.14)  0.2670
H (1.36, -0.46, 0.58)  0.3677
H (-0.55, 0.44, -1.60)  0.2694
H (-0.40, 1.86, 0.40)  0.3683
H (-2.01, -1.19, -0.53)  0.2804
H (-0.42, -1.97, -0.74)  0.3522
H (-1.17, -0.62, 1.60)  0.3501

***

## 2
This record from the OMol25 dataset describes C3H8O3 in the gas phase. The level of theory is ωB97M-V/def2-TZVPD.

Calculated values
LUMO level	0.6	eV
SMILES	OCC(O)CO
HOMO	-0.3675	hartree

Each line ends with the Mulliken charge.
Geometry (Å):
C (-0.02, 1.34, 0.09)  -0.6489
C (0.58, 0.05, -0.45)  0.2814
C (-0.01, -1.21, 0.10)  -0.5579
H (-1.86, 0.78, 0.06)  0.3589
H (0.05, 1.36, 1.21)  0.2950
H (0.57, 2.20, -0.22)  0.3423
H (0.40, 0.01, -1.56)  0.2585
H (2.20, 0.32, 0.65)  0.3410
H (0.44, -2.10, -0.29)  0.3574
H (0.15, -1.21, 1.18)  0.2881
H (-1.75, -2.01, 0.06)  0.3131
O (-1.35, 1.58, -0.26)  -0.5342
O (2.00, 0.05, -0.29)  -0.5613
O (-1.38, -1.17, -0.28)  -0.5334

***

Which structure is the most stable? The one labeled 1.